Molecular formula: C3H3N
Method: DFT, ωB97M-V with the def2-TZVPD basis set

Values from the calculation:
LUMO energy (alpha / beta): -0.50 / -0.09 eV
electronic energy: -170.5042 Ha
HOMO-LUMO gap (alpha / beta): 0.30022 / 0.28678 Eh
relative energy (zero: lowest compared OMol25 entry of this formula, charge and spin): 855.8 kJ/mol

Last column: Mulliken charge in e.
CARTESIAN COORDINATES (ANGSTROEM)
C  -0.291  0.103  -0.188  -0.03
C  0.162  -1.124  -0.031  -0.21
C  0.935  0.865  -0.436  -0.07
N  1.387  -0.250  0.044  -0.28
H  -3.230  0.608  0.658  0.02
H  -0.170  -2.180  0.221  0.31
H  1.207  1.977  -0.269  0.26